Molecular formula: C39H73Br2Cl3FMgN3O16P2S3
Method: DFT, ωB97M-V/def2-TZVPD

Geometry as XYZ:
```
143
C39H73Br2Cl3FMgN3O16P2S3 ωB97M-V/def2-TZVPD
C -5.094 -1.991 2.390
O -5.496 -2.979 1.486
C -6.335 -2.488 0.436
C -5.719 -2.975 -0.889
C -4.246 -2.506 -1.127
C -4.132 -0.952 -0.997
C -2.944 -0.413 -1.849
C -1.523 -0.545 -1.116
C -1.032 0.945 -0.851
C 0.130 1.092 0.179
C -0.112 1.830 1.333
C -1.446 2.510 1.670
C -2.336 1.584 2.589
C -2.501 2.283 4.006
Cl -1.584 -0.054 2.886
C 0.926 2.014 2.305
S 0.679 2.989 3.768
C 0.449 4.683 3.152
C 0.410 4.719 1.628
O 1.371 4.607 0.909
O -0.822 4.882 1.131
C -1.050 5.822 0.079
C -2.546 6.129 0.052
C -3.389 4.893 0.463
O -2.942 7.292 0.827
C -2.311 7.320 2.037
O -2.427 6.514 2.913
C -1.308 8.503 2.194
S -0.425 8.459 3.790
C 2.152 1.384 2.083
P 3.524 1.534 3.382
O 2.834 1.076 4.756
Br 4.056 3.727 3.443
C 2.333 0.636 0.946
C 3.699 -0.044 0.834
C 4.848 0.949 0.534
C 6.167 0.373 1.173
O 5.078 1.105 -0.858
N 1.365 0.516 -0.004
P 1.800 -0.397 -1.451
N 1.254 0.224 -2.764
H -5.115 -0.964 1.988
H -5.701 -1.988 3.323
H -4.061 -2.243 2.709
H -7.325 -2.963 0.561
H -6.502 -1.400 0.451
H -6.311 -2.609 -1.743
H -5.772 -4.077 -0.836
H -3.939 -2.787 -2.148
H -3.586 -3.047 -0.428
H -5.088 -0.467 -1.248
H -3.914 -0.685 0.059
H -2.979 -0.961 -2.816
H -3.156 0.641 -2.099
H -0.843 -1.084 -1.787
H -1.733 -1.051 -0.161
H -1.923 1.495 -0.537
H -0.715 1.395 -1.807
H -1.291 3.391 2.294
H -1.986 2.857 0.781
H -3.335 1.407 2.162
H -2.191 3.336 4.004
H -1.832 1.768 4.724
H -3.559 2.278 4.411
H 1.194 5.406 3.516
H -0.526 5.036 3.533
H -0.804 5.330 -0.878
H -0.442 6.727 0.213
H -2.805 6.366 -0.992
H -4.263 5.277 1.014
H -2.876 4.206 1.148
H -3.812 4.333 -0.406
H -0.578 8.408 1.378
H -1.895 9.441 2.081
H -1.170 7.754 4.673
H 2.514 0.118 4.521
H 3.894 -0.426 1.850
H 3.713 -0.927 0.186
H 4.687 1.904 1.064
H 6.880 0.015 0.411
H 5.973 -0.470 1.853
H 6.695 1.132 1.773
H 6.013 1.256 -1.036
H 3.204 -0.461 -1.605
H 1.280 -1.710 -1.321
H 2.007 0.460 -3.401
Br -4.885 6.602 3.052
C -0.072 -5.064 -1.188
O 0.856 -5.888 -1.864
C 1.713 -5.160 -2.729
C 3.106 -5.760 -2.745
O 3.867 -5.500 -1.571
C 3.485 -6.172 -0.375
C 3.754 -7.664 -0.382
O 2.801 -8.347 -1.184
C 3.335 -9.478 -1.834
H -0.822 -4.673 -1.884
H -0.573 -5.670 -0.434
H 0.437 -4.235 -0.681
H 1.779 -4.109 -2.427
H 1.284 -5.213 -3.738
H 3.659 -5.280 -3.556
H 3.082 -6.826 -2.974
H 2.450 -5.951 -0.115
H 4.107 -5.731 0.408
H 3.666 -8.053 0.640
H 4.770 -7.845 -0.749
H 4.246 -9.221 -2.386
H 2.594 -9.833 -2.550
H 3.545 -10.276 -1.113
O -3.393 11.059 3.155
H -2.869 10.269 3.297
C 7.469 -0.043 -3.708
C 6.852 -1.039 -2.963
C 7.543 -2.201 -2.646
C 8.856 -2.363 -3.067
C 9.475 -1.365 -3.809
C 8.781 -0.208 -4.133
H 6.928 0.861 -3.957
H 5.830 -0.909 -2.628
H 7.059 -2.980 -2.070
H 9.398 -3.267 -2.817
H 10.500 -1.491 -4.137
H 9.262 0.568 -4.716
N -3.682 -2.458 6.074
H -2.808 -2.076 5.690
H -4.088 -1.768 6.720
H -4.340 -2.625 5.307
H -3.492 -3.339 6.568
F 2.236 -0.923 3.518
Mg -3.874 0.738 4.800
C -1.917 -0.921 -5.837
Cl -0.587 -0.563 -4.745
Cl -3.442 -0.706 -4.998
H -1.880 -0.248 -6.687
H -1.834 -1.949 -6.175
O -4.574 2.701 -1.023
H -5.233 2.806 -1.715
O -5.489 1.724 -3.185
S -6.276 0.574 -3.771
O -6.644 -0.326 -2.662
O -5.437 -0.128 -4.749
O -7.478 1.129 -4.408
```

Output
net charge: -2
gap between HOMO and LUMO: 0.062 Ha

***

Molecular formula: C39H74N4O14S4
Method: DFT, ωB97M-V/def2-TZVPD

Geometry as XYZ:
```
135
C39H74N4O14S4 ωB97M-V/def2-TZVPD
C 2.639 5.294 -1.060
C 2.380 3.882 -1.764
N 1.493 3.093 -0.864
C 2.034 1.773 -0.514
C 3.407 1.892 0.233
N 4.420 1.964 0.742
C 2.304 0.826 -1.750
C 1.023 0.608 -2.641
C 0.749 1.580 -3.857
N 0.175 -0.316 -2.407
C 0.997 1.142 0.523
C 1.283 -0.338 0.826
N 1.300 -1.472 0.825
C 0.963 1.982 1.879
C -0.566 2.314 2.107
O -0.824 3.038 3.298
C -2.103 2.719 3.835
C -3.253 3.639 3.267
O -4.398 2.862 2.809
C -4.212 2.756 1.417
C -4.664 3.782 0.493
C -4.396 3.603 -0.930
C -3.706 2.420 -1.463
C -3.392 2.214 -2.996
C -4.700 1.439 -3.565
C -2.169 1.218 -3.239
C -3.311 3.558 -3.814
C -1.923 4.314 -3.770
C -1.141 4.219 -2.403
C -0.937 3.945 -4.969
C -2.263 5.869 -3.962
C -3.275 1.420 -0.497
C -3.531 1.569 0.936
H 2.088 6.093 -1.632
H 3.724 5.528 -0.944
H 2.143 5.256 -0.054
H 3.326 3.359 -2.040
H 1.806 4.118 -2.704
H 0.598 2.904 -1.324
H 3.128 1.220 -2.409
H 2.644 -0.202 -1.438
H 1.707 1.602 -4.457
H -0.070 1.206 -4.517
H 0.558 2.637 -3.545
H -0.576 -0.272 -3.108
H -0.010 1.280 0.035
H 1.337 1.388 2.752
H 1.521 2.946 1.798
H -0.868 2.926 1.201
H -1.114 1.337 2.041
H -2.393 1.644 3.664
H -2.064 2.886 4.948
H -2.868 4.269 2.428
H -3.621 4.334 4.066
H -5.206 4.682 0.855
H -4.730 4.415 -1.612
H -4.932 0.514 -2.983
H -4.592 1.268 -4.682
H -5.543 2.178 -3.430
H -1.701 1.324 -4.253
H -2.607 0.176 -3.216
H -1.408 1.233 -2.413
H -3.481 3.276 -4.896
H -4.172 4.224 -3.547
H -0.681 3.218 -2.201
H -0.292 4.955 -2.462
H -1.827 4.486 -1.561
H -0.924 4.804 -5.697
H -1.165 2.975 -5.470
H 0.108 3.922 -4.542
H -2.589 6.092 -5.006
H -3.146 6.094 -3.293
H -1.429 6.530 -3.607
H -2.726 0.503 -0.808
H -3.209 0.780 1.652
O -4.571 0.288 -7.586
S -3.177 0.033 -7.794
O -2.201 1.083 -7.749
O -2.993 -0.780 -9.165
C -3.528 -0.215 -10.369
C -2.690 0.946 -10.873
C -2.663 -1.246 -6.690
H -4.568 0.086 -10.219
H -3.526 -1.009 -11.116
H -2.728 1.789 -10.184
H -3.052 1.289 -11.844
H -1.643 0.652 -10.967
H -3.375 -2.067 -6.743
H -2.646 -0.826 -5.685
H -1.665 -1.576 -6.973
O -2.214 -3.229 5.861
S -0.826 -3.126 6.204
O -0.110 -1.887 6.081
O -0.012 -4.272 5.439
C -0.116 -4.343 4.008
C 0.672 -3.241 3.328
C -0.592 -3.738 7.844
H -1.165 -4.325 3.701
H 0.290 -5.310 3.711
H 0.248 -2.259 3.543
H 0.668 -3.376 2.249
H 1.704 -3.233 3.683
H -1.097 -4.697 7.940
H -1.026 -3.014 8.531
H 0.476 -3.839 8.033
O 3.372 -4.483 7.523
S 4.221 -3.328 7.560
O 5.538 -3.346 6.996
O 4.315 -2.800 9.076
C 4.752 -3.714 10.088
C 6.247 -3.967 10.018
C 3.346 -1.949 6.894
H 4.190 -4.650 10.024
H 4.510 -3.257 11.048
H 6.516 -4.491 9.100
H 6.574 -4.578 10.861
H 6.797 -3.024 10.026
H 2.358 -1.904 7.347
H 3.259 -2.098 5.818
H 3.911 -1.041 7.097
O 3.027 -5.381 2.727
S 2.819 -5.733 1.353
O 1.703 -6.532 0.938
O 4.169 -6.382 0.770
C 4.722 -7.519 1.444
C 3.925 -8.782 1.175
C 2.841 -4.266 0.374
H 4.803 -7.324 2.516
H 5.736 -7.647 1.062
H 2.926 -8.718 1.608
H 4.423 -9.652 1.607
H 3.802 -8.938 0.101
H 3.706 -3.668 0.651
H 1.925 -3.718 0.580
H 2.878 -4.546 -0.677
```

Output
structure (SMILES): [H]/N=C(\C)C[C@@](C#N)(NCC)[C@@H](C#N)CCOCCOc1ccc(C(C)(C)CC(C)(C)C)cc1.CCOS(C)(=O)=O.CCOS(C)(=O)=O.CCOS(C)(=O)=O.CCOS(C)(=O)=O
gap between HOMO and LUMO: 0.337 Ha

***

Molecular formula: C39H75F2N3O11
Method: DFT, ωB97M-V/def2-TZVPD

Geometry as XYZ:
```
130
C39H75F2N3O11 ωB97M-V/def2-TZVPD
C 0.211 -1.949 -6.900
C 0.531 -2.186 -5.376
C 0.314 -0.786 -4.707
C 0.041 -0.853 -3.179
C -0.995 -1.847 -2.790
C -0.674 -3.269 -3.394
N -0.469 -3.174 -4.863
O -0.320 -4.408 -5.528
C 0.602 -3.956 -2.664
C -1.917 -4.043 -3.114
C 2.024 -2.624 -5.209
H -0.806 -1.649 -7.153
H 0.406 -2.907 -7.383
H 0.960 -1.277 -7.319
H 1.271 -0.266 -4.659
H -0.544 -0.256 -5.121
H -0.410 0.102 -2.912
H 0.963 -0.977 -2.610
H -1.887 -1.504 -3.314
H -1.128 -1.837 -1.708
H 1.452 -3.274 -2.672
H 0.336 -4.071 -1.613
H 0.898 -4.903 -3.116
H -1.782 -4.451 -2.112
H -2.888 -3.549 -3.123
H -1.922 -4.911 -3.772
H 2.687 -1.949 -5.749
H 2.131 -3.673 -5.485
H 2.333 -2.366 -4.196
H -0.824 -4.307 -6.339
C 0.550 3.446 -2.218
C 1.853 4.017 -2.715
C 2.303 5.192 -1.803
C 2.945 4.766 -0.500
C 4.080 3.778 -0.782
C 3.654 2.509 -1.541
N 2.922 2.911 -2.762
O 2.568 1.851 -3.542
C 4.993 1.760 -1.900
C 2.885 1.558 -0.614
C 1.625 4.553 -4.161
H 0.166 2.618 -2.813
H -0.207 4.229 -2.267
H 0.620 3.099 -1.187
H 3.041 5.792 -2.336
H 1.470 5.798 -1.447
H 2.190 4.268 0.108
H 3.341 5.595 0.086
H 4.487 3.536 0.200
H 4.971 4.218 -1.231
H 4.670 0.880 -2.458
H 5.573 2.336 -2.621
H 5.655 1.378 -1.123
H 1.959 1.933 -0.179
H 2.615 0.622 -1.103
H 3.446 1.213 0.255
H 2.583 4.741 -4.646
H 1.227 5.555 -4.320
H 1.166 3.761 -4.754
H 3.310 1.836 -4.151
C -1.754 0.906 1.099
C -2.340 2.067 1.905
C -1.650 3.364 1.654
C -2.054 4.030 0.355
C -3.527 4.239 0.361
C -4.369 2.988 0.611
N -3.830 2.169 1.711
O -4.577 1.024 1.963
C -5.784 3.435 0.857
C -4.427 2.090 -0.686
C -2.160 1.776 3.406
H -2.339 -0.013 1.054
H -0.722 0.634 1.320
H -1.699 1.186 0.047
H -1.672 4.034 2.515
H -0.571 3.215 1.672
H -1.812 3.374 -0.481
H -1.466 4.947 0.322
H -3.811 4.740 -0.565
H -3.632 4.943 1.187
H -6.087 4.143 0.085
H -6.549 2.661 0.926
H -5.905 3.910 1.831
H -5.051 2.565 -1.442
H -3.511 2.089 -1.277
H -4.698 1.046 -0.530
H -1.130 1.984 3.696
H -2.326 0.717 3.599
H -2.900 2.302 4.009
H -5.094 1.286 2.728
C 3.208 0.542 7.316
C 3.086 -0.069 5.931
O 3.893 0.150 4.995
C 2.100 -1.159 5.711
H 4.057 1.220 7.220
H 3.434 -0.253 8.027
H 2.318 1.111 7.581
H 2.491 -1.972 5.100
H 1.325 -0.715 5.086
H 1.755 -1.601 6.646
C 0.809 -1.786 0.363
C 1.131 -1.762 1.869
O 0.279 -1.413 2.658
C 2.476 -2.192 2.409
H 1.404 -1.126 -0.268
H -0.196 -1.419 0.153
H 0.898 -2.776 -0.084
H 3.062 -2.285 1.495
H 2.348 -3.104 2.993
H 2.924 -1.400 3.009
C -2.602 -3.012 1.844
C -3.722 -2.597 0.965
O -4.266 -3.871 0.586
C -3.466 -4.867 0.813
O -3.593 -6.054 0.561
O -2.389 -4.367 1.422
F -3.206 -2.057 -0.141
H -2.893 -2.991 2.894
H -1.624 -2.535 1.789
H -4.380 -1.811 1.338
C 0.554 -4.706 5.276
C 1.107 -4.729 6.672
O 0.099 -4.353 7.588
C -0.843 -3.731 6.892
O -1.796 -3.215 7.383
O -0.570 -3.893 5.552
F 2.154 -3.923 6.678
H 0.075 -5.648 5.010
H 1.278 -4.366 4.534
H 1.469 -5.748 6.810
```

Output
<S²>: 0.75
net charge: +1
gap between HOMO and LUMO (spin up / spin down): 0.256 / 0.105 Ha
multiplicity: 2